Density functional theory data (ωB97M-V with the def2-TZVPD basis set) for C5F15KO15S5 as an isolated structure.

Lowest unoccupied orbital energy = 8.002 eV
Orbital gap = 0.262 hartree
Total charge = -4
Relative energy (zero: lowest compared OMol25 entry of this formula, charge and spin) = 53.1 kcal/mol

Atoms and positions in Å:
1 K -0.4400 0.1983 0.5568
2 C -2.8975 1.6308 -4.0512
3 F -3.3400 2.5964 -4.9073
4 F -3.7802 0.6462 -3.8856
5 F -1.6945 1.1161 -4.5178
6 S -2.7388 2.3649 -2.2811
7 O -4.0909 2.8735 -1.8951
8 O -2.2086 1.3488 -1.4013
9 O -1.8326 3.5068 -2.5000
10 C -0.8212 0.9140 5.0149
11 F 0.4454 0.5381 4.8975
12 F -1.1903 0.9546 6.3024
13 F -0.9384 2.1683 4.5759
14 S -1.9296 -0.3578 4.0157
15 O -1.4735 -1.6651 4.4783
16 O -3.3141 -0.0144 4.3516
17 O -1.6408 -0.0957 2.6383
18 C -1.9520 -4.6767 -0.9000
19 F -1.4140 -5.7171 -0.3537
20 F -2.1141 -4.7025 -2.2218
21 F -3.0829 -4.4897 -0.2962
22 S -0.6785 -3.2480 -0.5354
23 O -1.0317 -2.0142 -1.3257
24 O -0.7517 -2.9501 0.8930
25 O 0.6220 -3.7967 -0.9716
26 C 3.9097 -1.3291 -0.8875
27 F 4.8042 -0.2500 -0.9428
28 F 2.8580 -1.0951 -1.7154
29 F 4.5788 -2.3667 -1.3861
30 S 3.3135 -1.5618 0.9428
31 O 2.0225 -0.8299 0.9938
32 O 3.1459 -3.0142 1.0710
33 O 4.3360 -1.0103 1.8119
34 C 1.9772 2.8915 -1.6485
35 F 1.5265 1.6515 -1.9387
36 F 3.2126 3.0290 -2.0958
37 F 1.0661 3.7591 -2.1270
38 S 1.8934 3.2088 0.2566
39 O 1.9991 4.6436 0.4707
40 O 0.6332 2.7034 0.7437
41 O 3.0121 2.4411 0.7709